# C7H17N2

A gas-phase ion, C7H17N2 (charge +1) at a distorted geometry (ωB97M-V/def2-TZVPD, the Open Molecules 2025 dataset).

## Properties
- electronic energy (eV) = -10507.7391
- total charge = +1
- LUMO level (eV) = -3.4
- HOMO-LUMO gap (eV) = 10.71
- ΔE to the lowest compared entry with this formula, charge and spin (kJ/mol) = 78.2

Each line ends with the natural charge from an NBO analysis.
Cartesian coordinates (Å):
C (0.92, -0.39, 1.94)  -0.64
C (0.97, -0.71, 0.45)  -0.20
C (1.36, -2.16, 0.28)  -0.62
C (-0.26, -0.03, -0.48)  0.14
C (-1.50, -0.79, -0.26)  -0.64
C (0.11, -0.14, -1.95)  -0.62
N (-0.31, 1.36, 0.02)  -0.54
C (-1.00, 2.35, -0.49)  0.40
N (-1.15, 3.56, 0.04)  -0.71
H (1.04, 0.69, 2.17)  0.19
H (0.01, -0.86, 2.46)  0.22
H (1.72, -1.03, 2.37)  0.26
H (1.77, -0.03, 0.17)  0.20
H (0.63, -2.79, 0.64)  0.21
H (2.25, -2.33, 0.71)  0.23
H (1.63, -2.47, -0.74)  0.23
H (-1.28, -1.77, -0.78)  0.24
H (-2.28, -0.18, -0.83)  0.21
H (-1.80, -1.09, 0.76)  0.24
H (-0.23, -1.07, -2.23)  0.23
H (1.20, 0.02, -2.14)  0.24
H (-0.36, 0.70, -2.58)  0.21
H (0.05, 1.34, 1.01)  0.44
H (-1.64, 2.23, -1.34)  0.23
H (-1.57, 4.32, -0.50)  0.44
H (-0.69, 3.81, 0.84)  0.41